The following is a DFT calculation (ωB97M-V with the def2-TZVPD basis set) of a cluster of 2 separate species, C4H11N3O2 in total at a distorted geometry.

The geometry in XYZ format:
```
20
C4H11N3O2 (ωB97M-V with the def2-TZVPD basis set)
H -2.631 0.249 0.755
N -1.790 0.383 1.296
C -0.865 -0.471 1.388
N -0.861 -1.780 0.987
N 0.389 -0.093 1.914
C 0.749 -0.325 3.307
H -1.638 -2.208 0.515
H 0.042 -2.201 0.863
H 0.645 0.822 1.585
H -0.054 -0.784 3.881
H 1.094 0.599 3.752
H 1.558 -1.069 3.395
C 0.857 0.692 -3.800
C 0.339 1.182 -2.490
O 0.786 2.147 -1.915
O -0.666 0.464 -1.992
H 1.325 1.525 -4.317
H 0.082 0.280 -4.445
H 1.556 -0.117 -3.589
H -0.919 0.705 -1.090
```

Properties
* HOMO energy: -0.33614 hartree
* DFT total energy: -12891.8778 eV
* gap between HOMO and LUMO: 9.87 eV
* SMILES: [H]/N=C(\N)NC.CC(=O)O
* ΔE to the lowest compared entry with this formula, charge and spin: 91.9 kJ/mol


The following is a DFT calculation (ωB97M-V with the def2-TZVPD basis set) of a cluster of 2 separate species, C4H11N3O2 in total at a distorted geometry.

The geometry in XYZ format:
```
20
C4H11N3O2 (ωB97M-V with the def2-TZVPD basis set)
C -0.818 1.439 -0.656
N -0.448 0.227 0.058
C -1.420 -0.506 0.441
N -2.803 -0.399 0.307
N -1.148 -1.830 0.944
H -1.568 1.947 -0.003
H -1.313 1.200 -1.617
H 0.075 2.059 -0.716
H -3.173 0.174 -0.434
H -3.409 -0.660 1.077
H -0.174 -2.015 1.154
H -1.637 -2.462 0.355
C 2.321 0.106 -0.942
C 2.335 -0.328 0.503
O 2.336 -1.521 0.705
O 2.350 0.570 1.544
H 3.339 0.292 -1.398
H 1.834 1.010 -1.236
H 1.748 -0.548 -1.582
H 1.574 1.246 1.497
```

Properties
* HOMO energy: -0.32891 hartree
* DFT total energy: -12891.1648 eV
* gap between HOMO and LUMO: 9.53 eV
* SMILES: CN=C(N)N.CC(=O)O
* ΔE to the lowest compared entry with this formula, charge and spin: 160.7 kJ/mol


The following is a DFT calculation (ωB97M-V with the def2-TZVPD basis set) of a cluster of 2 separate species, C4H11N3O2 in total at a distorted geometry.

The geometry in XYZ format:
```
20
C4H11N3O2 (ωB97M-V with the def2-TZVPD basis set)
H -0.409 0.622 -1.247
N 0.070 0.725 -0.353
C 0.508 1.879 -0.059
N 0.879 2.156 1.278
N 0.670 2.978 -0.844
C 0.367 2.932 -2.278
H 1.863 2.308 1.361
H 0.317 1.694 1.955
H 0.879 3.914 -0.539
H 1.156 3.378 -2.878
H -0.522 3.531 -2.495
H 0.255 1.890 -2.551
C -1.418 -3.201 -0.384
C -0.666 -2.642 0.754
O -1.142 -2.106 1.716
O 0.667 -2.814 0.589
H -2.155 -2.504 -0.781
H -2.071 -4.031 -0.078
H -0.857 -3.662 -1.192
H 1.122 -2.229 1.192
```

Properties
* HOMO energy: -0.32868 hartree
* DFT total energy: -12891.7521 eV
* gap between HOMO and LUMO: 9.75 eV
* SMILES: [H]/N=C(/N)NC.CC(=O)O
* ΔE to the lowest compared entry with this formula, charge and spin: 104.0 kJ/mol